# 1
C15H22BIN8OSSn | ωB97M-V with the def2-TZVPD basis set

Results
charge = +2
energy relative to the best compared isomer or geometry (same formula, charge and spin) = 40.2 kJ/mol

Each line ends with the Mulliken charge.
Cartesian coordinates (Å):
Sn -0.485 -2.075 2.202  0.71
C -3.168 -5.502 2.686  -1.00
C -2.151 -4.675 3.135  -0.13
N -1.913 -3.718 2.228  -0.19
N -2.766 -3.915 1.191  0.27
C -3.526 -4.983 1.453  -0.03
B -2.752 -2.985 -0.041  -0.26
N -1.328 -3.021 -0.656  0.50
C -0.922 -3.389 -1.874  -0.14
C 0.459 -3.288 -1.938  -0.86
C 0.835 -2.841 -0.679  -0.50
N -0.250 -2.682 0.089  -0.16
N -3.015 -1.536 0.445  0.48
C -3.993 -0.683 0.128  -0.14
C -3.825 0.485 0.856  -0.87
C -2.691 0.259 1.622  -0.51
N -2.207 -0.963 1.367  -0.15
H -3.588 -6.357 3.184  0.42
H -1.580 -4.712 4.049  0.34
H -4.273 -5.307 0.747  0.48
H -3.567 -3.318 -0.842  -0.03
H -1.637 -3.710 -2.614  0.48
H 1.096 -3.525 -2.771  0.44
H 1.819 -2.645 -0.283  0.49
H -4.751 -0.963 -0.585  0.49
H -4.449 1.360 0.842  0.44
H -2.212 0.897 2.348  0.50
O 1.356 -3.399 6.303  -0.12
C 0.608 -3.591 5.490  0.10
C 4.494 3.326 -2.864  -0.99
C 2.990 3.535 -2.834  -0.41
N 2.304 2.557 -1.964  -0.03
C 1.822 2.675 -0.748  0.67
S 0.900 1.302 -0.066  -0.28
N 1.983 3.670 0.098  -0.09
C 2.848 4.867 0.031  -0.36
C 2.078 6.106 -0.394  -0.98
H 4.947 4.054 -3.535  0.34
H 4.743 2.332 -3.234  0.36
H 4.944 3.442 -1.878  0.27
H 2.565 3.391 -3.826  0.39
H 2.713 4.535 -2.517  0.07
H 2.152 1.650 -2.383  0.22
H 1.408 3.602 0.926  0.25
H 3.691 4.652 -0.617  0.04
H 3.248 4.994 1.036  0.39
H 1.654 6.003 -1.393  0.27
H 2.748 6.965 -0.393  0.35
H 1.264 6.317 0.298  0.36
I -0.618 0.807 -1.825  0.11

Forces on atoms 1 to 2 (eV/Å):
Sn 0.01 -0.02 0.04
C 0.00 0.00 0.00

# 2
C14H32N6O6SV | ωB97M-V with the def2-TZVPD basis set

Results
charge = 0
energy relative to the best compared isomer or geometry (same formula, charge and spin) = 0.0 kJ/mol
expectation value of S² = 4.064
2S+1 = 4

Each line ends with the Mulliken charge.
Cartesian coordinates (Å):
O 0.779 -1.054 -2.349  -0.43
H 1.501 -1.460 -2.864  0.31
V -0.182 -0.280 0.463  -0.77
N 1.606 0.176 1.193  0.96
N 0.673 -2.004 0.219  1.35
N -0.759 1.570 0.215  0.82
N -1.563 -0.508 -0.872  1.08
O 2.015 1.378 1.563  -1.09
O -0.164 2.654 0.846  -0.80
O -1.957 -1.724 -1.408  -0.67
O 0.202 -3.013 -0.459  -0.96
C 1.849 -2.131 0.901  0.33
C 2.324 -0.947 1.515  0.22
C -1.793 1.789 -0.645  0.46
C -2.195 0.602 -1.321  0.04
C 3.445 -0.919 2.490  -1.76
H 3.148 -1.391 3.442  0.27
H 3.762 0.113 2.685  0.39
H 4.291 -1.502 2.098  0.46
C 2.440 -3.487 0.963  -1.55
H 2.684 -3.839 -0.049  0.28
H 1.738 -4.211 1.395  0.29
H 3.349 -3.474 1.568  0.43
C -2.365 3.125 -0.920  -1.60
C -3.142 0.529 -2.459  -1.70
H -1.909 3.881 -0.269  0.41
H -3.454 3.127 -0.770  0.32
H -2.187 3.400 -1.971  0.33
H -2.991 -0.385 -3.045  0.40
H -2.994 1.396 -3.112  0.37
H -4.184 0.545 -2.117  0.29
H 0.748 2.276 1.166  0.28
H -1.177 -2.339 -1.158  0.45
C 1.337 0.208 -1.788  -0.35
H 2.150 0.047 -1.062  0.17
H 0.541 0.854 -1.383  0.14
H 1.792 0.775 -2.620  0.46
O 3.399 3.100 -0.406  -0.65
H 2.801 3.855 -0.517  0.30
H 3.028 2.610 0.362  0.39
C -0.478 1.820 3.942  -0.85
N -1.810 1.237 4.082  0.03
C -2.229 1.166 5.494  -0.93
C -2.151 0.183 3.258  0.50
S -0.966 -0.877 2.567  -0.54
N -3.448 -0.071 3.060  0.25
C -4.463 0.911 3.449  -1.29
C -3.854 -1.214 2.252  -1.07
H -0.392 2.625 4.682  0.39
H -0.362 2.241 2.935  0.17
H 0.311 1.068 4.109  0.39
H -3.294 0.941 5.569  0.28
H -1.655 0.398 6.038  0.30
H -2.027 2.147 5.940  0.36
H -5.227 0.938 2.661  0.46
H -4.940 0.621 4.399  0.34
H -3.989 1.895 3.556  0.42
H -3.532 -1.093 1.205  0.32
H -3.402 -2.132 2.652  0.37
H -4.942 -1.279 2.302  0.43

Forces on atoms 1 to 2 (eV/Å):
O 1.05 1.63 0.22
H -0.48 0.22 0.42

# 3
C5H7N | ωB97M-V with the def2-TZVPD basis set

Results
charge = 0
energy relative to the best compared isomer or geometry (same formula, charge and spin) = 461.8 kJ/mol

Each line ends with the Mulliken charge.
Cartesian coordinates (Å):
C 0.632 -0.896 -0.015  -0.45
C -2.517 -0.199 0.111  -0.33
C -0.446 -1.356 0.166  0.81
C 2.090 -0.618 -0.089  -1.12
C -1.771 0.990 -0.368  -0.40
N -1.805 -1.318 0.297  -0.10
H 2.055 0.459 0.270  0.27
H 2.409 -0.630 -1.116  0.27
H 2.698 -1.292 0.642  0.26
H -0.682 0.770 -0.525  0.08
H -2.023 1.636 0.468  0.22
H -2.184 1.445 -1.259  0.28
H -2.212 -2.164 0.515  0.21

Forces on atoms 1 to 2 (eV/Å):
C 3.25 -0.93 -0.10
C -0.94 -1.00 -0.80

# 4
C5H10N4 | ωB97M-V with the def2-TZVPD basis set

Results
charge = 0
energy relative to the best compared isomer or geometry (same formula, charge and spin) = 488.5 kJ/mol
SMILES string = [H]/N=C(/C)N(N)C(N)=C=C

Each line ends with the Mulliken charge.
Cartesian coordinates (Å):
H 0.750 -1.200 -1.997  0.23
N 1.046 -1.671 -1.139  -0.74
C 0.490 -1.102 -0.114  0.68
C 0.740 -1.689 1.252  -1.26
N -0.782 -0.343 -0.250  0.25
N -1.957 -0.860 -0.829  -0.91
C -0.567 0.984 -0.119  0.72
N -1.426 1.959 -0.493  -0.42
C 0.736 1.149 0.264  -0.16
C 1.671 1.996 0.627  -0.82
H 1.789 -1.539 1.513  0.25
H 0.123 -1.215 2.017  0.31
H 0.540 -2.765 1.233  0.37
H -1.709 -1.398 -1.658  0.27
H -2.345 -1.531 -0.166  0.25
H -1.030 2.868 -0.680  0.25
H -2.223 1.645 -1.033  0.28
H 1.533 3.074 0.560  0.22
H 2.620 1.639 1.014  0.23

Forces on atoms 1 to 2 (eV/Å):
H 0.07 -0.14 -0.02
N -0.73 0.78 0.53

# 5
C8H8BrNO3 | ωB97M-V with the def2-TZVPD basis set

Results
charge = 0
energy relative to the best compared isomer or geometry (same formula, charge and spin) = 118.6 kJ/mol
SMILES string = O=C1C[C@H]2C=C(Br)[C@@H]1O2.CC#[N+][O-]

Each line ends with the Mulliken charge.
Cartesian coordinates (Å):
O -0.999 3.691 -2.529  -0.59
C -0.831 2.927 -1.584  0.25
C -1.700 2.569 -0.422  -0.49
C -1.013 1.257 -0.004  0.15
C -1.178 0.249 -1.183  -0.63
C -0.391 0.840 -2.058  -0.47
Br 0.270 -0.004 -3.620  -0.10
C 0.376 1.955 -1.561  0.07
O 0.421 1.746 -0.113  -0.52
H -1.572 3.290 0.408  0.28
H -2.806 2.503 -0.744  0.29
H -1.245 0.945 1.027  0.47
H -1.743 -0.586 -1.208  0.61
H 1.303 2.292 -2.032  0.66
C 3.758 -1.345 0.387  -0.83
C 2.320 -1.390 0.053  0.19
N 1.662 -1.867 -0.841  0.40
O 0.623 -2.258 -1.342  -0.56
H 4.379 -0.931 -0.412  0.27
H 4.076 -2.378 0.650  0.29
H 3.916 -0.606 1.252  0.27

Forces on atoms 1 to 2 (eV/Å):
O -0.29 -0.77 1.85
C 0.81 2.07 -2.95

Looking at max |F| for the records above, in order, we have 0.16; 3.01; 3.38; 3.66; 4.96 eV/A.